Arrangement A

Formula: C5H7NO2
Source: OMol25
Level of theory: ωB97M-V/def2-TZVPD

Last column: Mulliken charge in e.
Atoms and positions in Å:
C -0.146 0.488 -0.121  0.3301
C 0.479 -0.251 1.112  -0.7347
C 0.231 -1.432 0.102  -0.0293
C 0.743 -0.301 -1.037  -0.6454
C -1.578 -0.309 -0.183  0.4710
H -1.128 2.107 -0.748  0.3295
H 0.175 2.433 1.014  0.3299
H 0.113 -0.070 2.226  0.2523
H 1.504 -0.058 1.279  0.3620
H 0.891 -2.380 -0.306  0.3384
H 1.850 -0.229 -0.742  0.2816
H 0.825 -0.477 -2.206  0.2503
N -0.112 1.901 -0.259  -0.6271
O -1.184 -1.571 -0.151  -0.3570
O -2.665 0.150 0.019  -0.5517

E_HOMO = -9.262 eV
HOMO-LUMO gap = 0.357 Eh



Arrangement B

Formula: C5H7NO2
Source: OMol25
Level of theory: ωB97M-V/def2-TZVPD

Last column: Mulliken charge in e.
Atoms and positions in Å:
C 0.513 2.331 0.216  -0.9622
C -0.060 1.214 -0.693  0.4079
O -0.837 1.412 -1.620  -0.5446
C -0.041 -0.177 -0.101  0.6938
N 0.752 -0.383 0.945  -0.4856
C -0.992 -1.064 -0.495  -0.6233
C -0.700 -2.536 -0.315  -0.0239
O -1.578 -3.380 -0.498  -0.5093
H 0.347 3.286 -0.398  0.3144
H 1.540 2.063 0.446  0.2695
H -0.042 2.117 1.214  0.3028
H 1.857 -0.038 0.865  0.2667
H 0.541 -1.349 1.486  0.3049
H -1.793 -0.816 -1.138  0.4308
H 0.492 -2.678 0.084  0.1579

E_HOMO = -8.995 eV
HOMO-LUMO gap = 0.313 Eh
SMILES = CC(=O)/C(N)=C/C=O



Arrangement C

Formula: C5H7NO2
Source: OMol25
Level of theory: ωB97M-V/def2-TZVPD

Last column: Mulliken charge in e.
Atoms and positions in Å:
O -3.387 -0.279 0.399  -0.6030
C -2.161 -0.189 0.039  0.3867
N -1.645 0.989 -0.207  -0.1942
C -0.007 0.592 -0.299  0.0289
C 1.445 0.659 0.334  -0.4703
C 1.497 -0.938 -0.043  -0.5886
C -0.070 -0.841 0.131  0.0077
O -1.296 -1.288 -0.511  -0.3801
H -2.025 1.805 -0.583  0.2212
H 0.058 0.703 -1.499  0.1639
H 2.239 1.208 -0.236  0.3102
H 1.579 0.748 1.540  0.2528
H 2.012 -0.854 -1.135  0.2899
H 2.014 -1.372 0.788  0.3440
H -0.254 -0.943 1.283  0.2308

E_HOMO = -9.793 eV
HOMO-LUMO gap = 0.387 Eh
SMILES = O=C1N[C@H]2CC[C@@H]2O1



Most stable = arrangement B



Arrangement A

Formula: C5H7NO2
Source: OMol25
Level of theory: ωB97M-V/def2-TZVPD

Last column: Mulliken charge in e.
Atoms and positions in Å:
C 0.554 -0.875 -1.434  -0.9480
C 0.435 -0.120 -0.096  0.4619
C 0.551 -0.539 1.286  0.3687
O 1.534 -1.425 1.737  -0.5847
C -0.172 0.299 2.018  -0.4793
O -0.862 1.252 1.295  -0.3752
C -0.512 0.949 -0.063  -0.0438
N -1.213 1.580 -1.078  -0.4958
H 0.504 -1.999 -1.283  0.2590
H 1.515 -0.716 -1.802  0.2985
H -0.251 -0.472 -2.184  0.2895
H 1.524 -2.389 1.082  0.3646
H -0.236 0.408 3.149  0.3661
H -2.234 1.402 -1.313  0.2471
H -1.135 2.645 -1.312  0.2713

E_HOMO = -8.268 eV
HOMO-LUMO gap = 0.324 Eh
SMILES = Cc1c(O)coc1N



Arrangement B

Formula: C5H7NO2
Source: OMol25
Level of theory: ωB97M-V/def2-TZVPD

Last column: Mulliken charge in e.
Atoms and positions in Å:
C 1.949 0.653 -0.094  -1.3650
C 0.862 -0.388 -0.125  -0.1145
O 0.344 -0.478 1.188  -0.4563
C -0.692 -0.221 0.242  0.9999
C -1.744 -1.264 0.551  -1.1987
N -1.192 1.115 0.073  -0.4969
C -0.810 1.595 -0.938  0.7045
O -0.484 2.072 -1.965  -0.4607
H 1.714 1.437 0.637  0.3431
H 2.889 0.193 0.228  0.3704
H 2.110 1.130 -1.063  0.3461
H 1.115 -1.264 -0.709  0.3861
H -2.744 -0.926 0.259  0.3734
H -1.537 -2.227 0.078  0.2985
H -1.781 -1.427 1.639  0.2701

E_HOMO = -9.939 eV
HOMO-LUMO gap = 0.398 Eh
SMILES = C[C@H]1O[C@@]1(C)N=C=O



Arrangement C

Formula: C5H7NO2
Source: OMol25
Level of theory: ωB97M-V/def2-TZVPD

Last column: Mulliken charge in e.
Atoms and positions in Å:
C 1.578 -0.087 0.244  0.3923
C -0.156 0.806 -0.320  -0.0813
C -1.658 0.885 0.067  -0.4788
C -1.039 -1.372 -0.052  -0.3193
C 0.029 -0.368 0.511  -0.2089
H 1.745 1.895 -0.349  0.2475
H -0.178 0.772 -1.354  0.3944
H -1.818 0.997 1.185  0.2845
H -2.129 1.911 -0.439  0.2865
H -1.381 -1.960 0.848  0.2736
H -0.632 -1.971 -1.058  0.2465
H -0.183 -0.112 1.523  0.2919
N 1.124 1.298 0.095  -0.3799
O 2.609 -0.800 -0.227  -0.5982
O -2.086 -0.426 -0.239  -0.3508

E_HOMO = -9.990 eV
HOMO-LUMO gap = 0.394 Eh



Arrangement D

Formula: C5H7NO2
Source: OMol25
Level of theory: ωB97M-V/def2-TZVPD

Last column: Mulliken charge in e.
Atoms and positions in Å:
C 1.824 0.144 0.624  -1.0462
C 0.765 -0.528 0.132  0.4931
N 0.803 -1.872 -0.126  -0.4492
C -0.356 0.530 -0.570  0.0493
C -0.388 1.819 -0.827  -0.6364
C -1.316 -0.354 0.147  0.8399
O -1.840 -1.333 -0.377  -0.6172
O -2.043 0.461 1.006  -0.4708
H 1.787 1.203 0.797  0.3209
H 2.801 -0.311 0.669  0.2479
H -0.002 -2.264 -0.593  0.1926
H 1.700 -2.323 -0.176  0.1767
H 0.527 2.364 -0.999  0.3191
H -1.318 2.362 -0.751  0.2455
H -2.945 0.102 1.043  0.3348

E_HOMO = -8.328 eV
HOMO-LUMO gap = 0.297 Eh
SMILES = C=C(N)C(=C)C(=O)O



Most stable = arrangement B